Record 1
ORCA calculation (ωB97M-V with the def2-TZVPD basis set) on a gas-phase ion, C4H10N2 (charge -1) in a non-equilibrium geometry.

The geometry in XYZ format:
```
16
Properties=species:S:1:pos:R:3:forces:R:3
C -0.935 0.017 -1.207 0.525 0.951 0.982
C -0.355 -0.960 -0.186 2.081 -1.565 -0.995
C 0.391 -0.195 0.937 1.497 0.030 -0.313
C 1.760 0.064 0.949 -1.846 -2.421 -1.957
N -0.545 0.149 1.987 2.436 -0.425 -0.661
N 0.139 0.826 -1.846 -2.238 -0.601 -1.267
H -1.642 0.557 -0.582 -0.165 0.925 -0.306
H -1.499 -0.400 -2.012 -0.435 -0.945 -0.344
H -1.093 -1.644 0.294 -0.002 0.567 -0.369
H 0.298 -1.684 -0.811 -0.393 1.067 1.226
H 2.209 0.582 1.786 0.209 -0.073 -0.174
H 2.379 -0.529 0.101 -1.244 1.802 2.124
H -1.307 -0.441 1.759 -1.706 -0.089 0.367
H -0.786 1.117 1.988 -0.370 0.583 0.053
H 0.961 0.731 -1.369 2.611 -0.860 1.625
H 0.027 1.810 -1.787 -0.961 1.054 0.008
```
Forces are in eV/Å.

Its expectation value of S² is 0.751. As for the spin multiplicity: 2. For the relative energy (zero: lowest compared OMol25 entry of this formula, charge and spin), the calculation gives 103.1 kJ/mol. The value obtained for the HOMO energy (spin up / spin down) is 1.27 / -4.83 eV. As for the charge: -1. As for the total energy: -267.80670 Eh.


Record 2
ORCA calculation (ωB97M-V with the def2-TZVPD basis set) on C4H10N2 in the gas phase in a non-equilibrium geometry.

The geometry in XYZ format:
```
16
Properties=species:S:1:pos:R:3:forces:R:3
C -1.620 -0.158 0.214 -2.325 -0.912 -1.412
C -0.618 -0.721 -0.770 1.493 -1.476 -1.310
C 0.819 -0.468 -0.328 1.664 -2.857 0.002
C 2.295 1.433 -0.444 -1.765 -2.606 -4.201
N 1.530 0.555 -1.046 1.712 2.047 0.363
N -1.131 0.187 1.543 0.456 -2.057 0.540
H -2.427 -0.982 0.281 0.722 1.492 -0.098
H -2.055 0.701 -0.335 -0.093 -0.086 1.034
H -0.848 -1.826 -0.976 0.704 1.350 0.696
H -0.541 -0.332 -1.812 -1.115 0.328 0.683
H 1.423 -1.446 -0.606 -0.964 1.788 0.552
H 0.870 -0.382 0.752 0.224 0.202 0.249
H 2.967 1.988 -1.142 -0.685 0.006 1.051
H 2.273 1.495 0.586 0.442 0.428 2.289
H -1.066 -0.731 2.095 0.047 1.836 -0.955
H -1.870 0.685 1.989 -0.517 0.518 0.516
```
Forces are in eV/Å.

Its SMILES is C=NCCCN. For the relative energy (zero: lowest compared OMol25 entry of this formula, charge and spin), the calculation gives 224.7 kJ/mol. The value obtained for the HOMO energy is -9.14 eV. As for the total energy: -267.83974 Eh.


Record 3
ORCA calculation (ωB97M-V with the def2-TZVPD basis set) on 2 unconnected molecules or ions with the total composition C4H10N2 in a non-equilibrium geometry.

The geometry in XYZ format:
```
16
Properties=species:S:1:pos:R:3:forces:R:3
C -1.458 0.231 -0.785 0.154 -2.364 -0.312
C -1.660 0.556 0.647 -1.724 0.346 0.688
C -2.003 1.778 1.087 1.291 -0.052 0.016
H -2.406 -0.239 -1.145 0.368 0.906 -0.069
H -1.114 1.064 -1.362 -0.195 0.546 -0.456
H -0.769 -0.618 -1.006 0.028 0.697 0.575
H -1.934 -0.272 1.354 0.649 0.592 -0.799
H -2.303 1.818 2.127 -0.095 0.469 -0.012
H -1.810 2.742 0.547 -0.434 -1.154 0.366
N 1.779 -1.913 0.207 0.431 1.553 -0.059
C 2.234 -0.627 -0.176 -0.577 -0.181 -3.615
N 2.304 -0.218 -1.477 -0.865 -4.037 4.826
H 1.869 -2.709 -0.394 0.005 0.294 -0.900
H 2.007 -2.217 1.136 -0.063 0.475 0.397
H 2.392 0.056 0.687 0.251 -0.554 -0.534
H 2.872 0.568 -1.446 0.775 2.464 -0.113
```
Forces are in eV/Å.

Its SMILES is [H]/N=C/N.C=CC. For the relative energy (zero: lowest compared OMol25 entry of this formula, charge and spin), the calculation gives 197.6 kJ/mol. The value obtained for the HOMO energy is -9.22 eV. As for the total energy: -267.85007 Eh.


Record 4
ORCA calculation (ωB97M-V with the def2-TZVPD basis set) on C4H10N2 in the gas phase in a non-equilibrium geometry.

The geometry in XYZ format:
```
16
Properties=species:S:1:pos:R:3:forces:R:3
C 0.853 -0.778 -0.028 -0.436 -0.541 1.687
C 0.023 0.453 -0.009 -0.372 2.219 -0.523
C 0.464 1.708 -0.222 1.031 -1.554 -0.781
C -1.411 0.330 0.357 -2.687 -0.189 1.641
H 2.487 -0.092 0.829 0.070 -0.127 -1.411
H 2.830 -1.368 -0.111 -0.817 0.787 -0.271
H 0.591 -1.265 0.977 0.170 -0.009 -1.221
H 0.558 -1.438 -0.832 -0.200 -0.227 -0.187
H -0.177 2.561 -0.276 -0.452 0.242 0.272
H 1.491 1.860 -0.555 -0.096 0.035 0.322
H -1.974 1.294 0.227 0.770 -0.778 -0.083
H -1.564 0.118 1.472 0.718 0.311 -1.135
H -1.658 -1.608 -0.191 -1.177 0.885 -0.515
H -2.519 -0.538 -1.277 1.019 -0.618 2.371
N 2.262 -0.492 -0.119 1.542 -0.260 1.762
N -2.257 -0.746 -0.242 0.916 -0.177 -1.928
```
Forces are in eV/Å.

Its SMILES is C=C(CN)CN. For the relative energy (zero: lowest compared OMol25 entry of this formula, charge and spin), the calculation gives 152.5 kJ/mol. The value obtained for the HOMO energy is -9.26 eV. As for the total energy: -267.86724 Eh.


Record 5
ORCA calculation (ωB97M-V with the def2-TZVPD basis set) on 2 unconnected molecules or ions with the total composition C4H10N2 in a non-equilibrium geometry.

The geometry in XYZ format:
```
16
Properties=species:S:1:pos:R:3:forces:R:3
C 0.398 -1.752 3.473 -1.545 1.123 -0.628
C 0.633 -0.693 2.393 0.209 -0.757 2.203
C 1.788 -0.552 1.811 0.615 2.212 -0.436
H -0.053 -1.187 4.355 0.721 -1.111 -0.915
H 1.253 -2.377 3.722 0.149 0.414 0.063
H -0.351 -2.398 3.038 -0.586 -0.545 0.486
H -0.049 0.138 2.346 -0.405 0.035 0.027
H 2.063 0.457 1.540 -0.166 0.046 -1.147
H 2.607 -1.194 1.840 1.009 -1.420 0.329
N -0.178 0.399 -3.378 -4.901 1.658 0.946
C -1.223 1.046 -2.680 -2.671 -1.436 -1.810
N -1.329 1.754 -1.641 1.549 0.301 0.561
H 0.663 0.586 -2.946 2.654 -0.602 0.016
H -0.595 -0.185 -4.114 1.765 0.323 0.697
H -2.238 0.830 -3.131 1.175 -0.291 -0.416
H -2.316 1.963 -1.497 0.427 0.049 0.023
```
Forces are in eV/Å.

Its SMILES is [H]/N=C/N.C=CC. For the relative energy (zero: lowest compared OMol25 entry of this formula, charge and spin), the calculation gives 242.7 kJ/mol. The value obtained for the HOMO energy is -9.34 eV. As for the total energy: -267.83288 Eh.


Record 6
ORCA calculation (ωB97M-V with the def2-TZVPD basis set) on C4H10N2 in the gas phase in a non-equilibrium geometry.

The geometry in XYZ format:
```
16
Properties=species:S:1:pos:R:3:forces:R:3
C -1.161 -1.375 -0.330 0.231 0.670 1.658
C -0.711 -0.143 0.556 -0.024 -2.987 -0.143
C 0.356 1.281 -0.508 0.420 0.743 0.393
C 0.744 0.130 0.471 1.096 2.539 0.659
H -2.244 -1.602 -0.037 1.699 -0.287 -0.568
H -0.354 -2.177 -0.173 -1.790 0.729 -0.114
H -1.113 -1.035 -1.347 -0.154 -0.143 -0.794
H -1.031 -0.313 1.538 -0.699 -0.461 1.594
H -1.826 1.088 -0.474 0.860 1.105 0.034
H 0.496 0.846 -1.492 -0.451 0.094 -0.633
H 0.838 2.304 -0.505 -0.518 -1.086 0.259
H 1.035 0.610 1.453 0.241 -0.847 -1.000
H 1.527 -1.116 -0.956 -0.524 0.036 -0.003
H 2.529 -0.401 -0.001 2.292 0.650 0.212
N -0.977 1.174 0.118 -2.316 0.963 -1.735
N 1.659 -0.826 0.005 -0.360 -1.719 0.182
```
Forces are in eV/Å.

Its SMILES is C[C@@H]1NC[C@@H]1N. For the relative energy (zero: lowest compared OMol25 entry of this formula, charge and spin), the calculation gives 197.4 kJ/mol. The value obtained for the HOMO energy is -9.02 eV. As for the total energy: -267.85016 Eh.


Question: Among the records above, which one has the highest relative energy (zero: lowest compared OMol25 entry of this formula, charge and spin)?
Answer: number 5